No. 1
The following is a quantum chemistry calculation of a structure of composition C13H15N8O2S2Zn at a distorted geometry, from OMol25.

The charge is +1. The value obtained for the highest occupied orbital energy is -0.3870 hartree. The LUMO energy comes out at -2.9 eV. The energy above the lowest of the compared OMol25 structures with the same formula, charge and spin is 0.0 kJ/mol. The calculation puts the HOMO-LUMO gap at 7.662 eV. The maximum force is 0.0247 Eh/bohr.

Geometry as XYZ:
```
41
Properties=species:S:1:pos:R:3:forces:R:3
Zn 1.7962 -0.4894 1.8220 1.10 0.61 -0.14
C 1.5021 4.7351 1.6772 -0.07 0.00 -0.05
C 2.5922 3.7740 1.4106 -0.10 -0.16 0.08
N 3.7352 4.0114 0.8647 0.08 0.26 -0.05
N 4.3619 2.8036 0.8021 -0.16 -0.14 0.10
C 3.6327 1.8083 1.3000 0.13 0.11 -0.03
S 4.0283 0.1663 1.4019 -0.34 -0.36 0.16
N 2.4974 2.4204 1.7114 0.12 0.23 -0.10
N 1.4235 1.7370 2.2598 -0.58 -0.16 -0.06
H 1.8541 5.7436 1.4813 0.02 -0.01 -0.01
H 1.1654 4.6680 2.7122 0.01 0.04 0.01
H 0.6524 4.5186 1.0262 -0.01 0.01 0.02
H 5.2803 2.7382 0.3968 0.05 -0.05 -0.02
H 0.6037 1.8439 1.6225 0.19 -0.02 0.00
H 1.1888 2.1270 3.1678 0.14 -0.05 0.10
N -3.2687 -1.5935 -4.7527 -0.02 -0.06 -0.02
C -2.8001 -1.0862 -3.5821 0.04 0.06 0.22
C -3.4483 -1.3751 -2.3674 -0.05 -0.01 -0.12
C -2.9474 -0.9040 -1.1776 0.03 0.10 0.00
C -1.7923 -0.1290 -1.1828 0.17 0.00 0.41
C -1.1516 0.2006 -2.3710 0.00 -0.01 -0.04
C -1.6534 -0.2740 -3.5612 0.01 0.03 -0.09
S -1.0956 0.3655 0.3358 0.66 0.25 0.12
O -0.4509 1.6651 0.1624 0.13 -0.21 0.01
O -2.0414 0.2706 1.4075 -0.19 -0.29 -0.09
N 0.2121 -0.6216 0.6769 -0.89 0.22 -0.26
C 0.0368 -1.9307 0.9764 -0.49 -0.94 -0.07
N 1.0524 -2.4224 1.7439 -0.14 0.45 -0.14
C 1.0722 -3.7309 2.0001 0.08 -0.02 0.13
C 0.0662 -4.5617 1.5617 0.06 -0.01 0.05
C -0.9780 -3.9571 0.8692 0.05 0.11 -0.01
N -0.9934 -2.6686 0.5671 -0.06 0.22 -0.06
H -4.1482 -2.0749 -4.7743 -0.02 0.02 -0.04
H -2.8845 -1.2904 -5.6277 -0.02 0.01 -0.02
H -4.3526 -1.9710 -2.3785 0.00 0.00 0.02
H -3.4412 -1.1056 -0.2381 0.00 -0.10 -0.01
H -0.2800 0.8421 -2.3555 0.02 -0.06 -0.02
H -1.1701 -0.0144 -4.4949 0.01 -0.01 0.01
H 1.9027 -4.0994 2.5886 0.01 0.01 0.00
H 0.0847 -5.6181 1.7787 -0.04 0.00 -0.01
H -1.8436 -4.5213 0.5387 0.06 -0.07 0.02
```
Forces are in eV/Å.


No. 2
The following is a quantum chemistry calculation of a structure of composition C49H64N3P2PtSi, from OMol25.

The charge is +1. The expectation value of S² is 2.006. As for the spin multiplicity: 3. The value obtained for the highest occupied orbital energy (alpha / beta) is -0.3148 / -0.3876 hartree. The LUMO energy (alpha / beta) comes out at -2.7 / -3.5 eV. The calculation puts the HOMO-LUMO gap (alpha / beta) at 5.894 / 7.068 eV. The maximum force is 0.0035 Eh/bohr.

Geometry as XYZ:
```
120
Properties=species:S:1:pos:R:3:forces:R:3
Pt 0.7637 -0.5192 -0.3244 -0.16 -0.08 -0.03
C 4.3649 -0.9155 -1.2826 0.00 0.01 -0.01
Si 2.6743 -0.1835 -1.6552 0.07 -0.03 0.06
C 2.8482 1.6941 -1.7841 0.05 -0.02 -0.06
C 4.0180 2.2927 -2.2583 0.01 0.01 0.01
C 4.0946 3.6610 -2.4657 0.00 -0.01 0.00
C 2.9871 4.4591 -2.2143 0.00 0.00 0.01
C 1.8196 3.8893 -1.7328 -0.03 0.02 -0.02
C 1.7499 2.5147 -1.4972 0.00 0.03 0.05
P 0.2330 1.7107 -0.8789 -0.02 -0.09 0.00
C -1.0618 2.0140 -2.1616 0.04 -0.03 -0.02
C -0.5093 1.6705 -3.5635 -0.01 0.02 0.01
C -1.3892 2.2499 -4.6829 0.00 0.00 -0.01
C -2.8455 2.3116 -4.2426 0.00 0.00 0.01
C -3.0014 3.2987 -3.0748 0.00 0.00 0.00
C -1.7248 3.3941 -2.2201 -0.01 0.01 0.00
C -0.2712 2.5265 0.6966 0.01 0.02 -0.02
C -1.6735 2.0558 1.1069 0.01 0.00 0.01
C -1.9452 2.3645 2.5923 0.01 0.00 0.01
C -1.1079 3.5458 3.0970 -0.02 0.01 0.00
C -0.9696 4.5946 2.0008 0.01 -0.01 0.00
C -0.1478 4.0586 0.8130 -0.02 0.00 0.01
C 2.1338 -0.7736 -3.3765 -0.05 0.01 -0.03
C 2.8840 -0.4820 -4.5170 0.02 0.00 0.02
C 2.4563 -0.8610 -5.7796 -0.01 -0.01 -0.01
C 1.2632 -1.5563 -5.9241 0.01 0.00 0.00
C 0.5081 -1.8709 -4.8056 0.01 0.01 0.01
C 0.9316 -1.4759 -3.5368 -0.02 0.00 -0.01
P -0.0113 -1.8630 -2.0225 0.08 0.08 0.00
C 0.3013 -3.6809 -1.8483 -0.01 -0.01 0.02
C -0.4269 -4.3631 -0.6837 0.00 0.01 0.00
C 0.1358 -3.9991 0.6940 0.01 -0.02 -0.01
C 1.6678 -3.8567 0.6809 0.00 0.02 0.00
C 2.2752 -4.6202 -0.4888 0.00 0.01 -0.01
C 1.8172 -4.0163 -1.8202 0.00 0.01 0.00
C -1.8158 -1.7015 -2.3827 -0.03 -0.03 0.02
C -2.5915 -1.4629 -1.0632 0.01 -0.02 -0.03
C -4.0924 -1.7528 -1.2175 0.01 0.00 0.00
C -4.5539 -1.4116 -2.6294 0.01 0.01 0.00
C -3.8792 -2.3432 -3.6500 0.00 0.00 0.01
C -2.5061 -2.8312 -3.1594 -0.01 0.00 0.01
H 5.0651 -0.7495 -2.1070 -0.01 0.00 0.01
H 4.2975 -1.9937 -1.1240 0.00 0.01 0.00
H 4.7920 -0.4686 -0.3821 0.00 -0.01 -0.01
H 4.8869 1.6793 -2.4712 -0.01 0.01 0.00
H 5.0115 4.1056 -2.8313 0.00 0.00 0.00
H 3.0325 5.5262 -2.3884 0.00 0.00 0.00
H 0.9680 4.5279 -1.5467 0.02 -0.02 -0.01
H -1.8427 1.2882 -1.9032 -0.01 0.01 0.01
H -0.4366 0.5907 -3.6753 0.01 0.00 -0.01
H 0.5079 2.0533 -3.6712 0.01 0.00 0.01
H -1.2729 1.6441 -5.5828 0.00 0.00 0.00
H -1.0507 3.2565 -4.9439 0.00 0.00 0.00
H -3.1657 1.3095 -3.9363 0.00 0.00 0.00
H -3.4959 2.5982 -5.0693 0.00 0.00 0.00
H -3.8376 2.9930 -2.4405 0.00 0.00 0.00
H -3.2470 4.2924 -3.4541 0.00 0.00 -0.01
H -1.9870 3.7763 -1.2365 0.00 -0.01 0.02
H -1.0236 4.1071 -2.6630 -0.01 0.00 0.01
H 0.4373 2.0916 1.4103 -0.01 -0.01 -0.02
H -1.7884 0.9856 0.9133 -0.01 -0.01 0.02
H -2.4144 2.5579 0.4804 -0.01 0.01 -0.01
H -1.7419 1.4849 3.2059 0.00 0.00 -0.02
H -3.0064 2.5897 2.7169 0.00 0.00 0.01
H -0.1134 3.2035 3.4026 0.00 0.00 -0.01
H -1.5689 3.9742 3.9874 0.00 0.00 0.00
H -0.5035 5.5029 2.3836 -0.01 0.01 0.00
H -1.9699 4.8811 1.6613 0.00 -0.01 0.00
H 0.9052 4.3160 0.9378 0.00 0.00 0.01
H -0.4826 4.5541 -0.0964 0.01 0.01 0.01
H 3.8149 0.0677 -4.4219 0.00 0.00 0.00
H 3.0488 -0.6141 -6.6513 0.00 0.00 0.00
H 0.9218 -1.8553 -6.9066 0.00 0.00 0.00
H -0.4169 -2.4138 -4.9391 0.00 -0.01 0.00
H -0.1183 -4.0701 -2.7813 -0.01 0.00 0.00
H -0.3212 -5.4398 -0.8398 0.00 0.00 0.00
H -1.4994 -4.1674 -0.7154 0.00 0.01 0.00
H -0.1641 -4.7743 1.4021 0.00 0.00 0.00
H -0.3199 -3.0713 1.0476 -0.01 0.03 0.00
H 2.0895 -4.1904 1.6304 0.00 -0.01 -0.01
H 1.9457 -2.7993 0.5743 -0.01 0.01 0.00
H 1.9926 -5.6748 -0.4298 0.00 0.00 0.00
H 3.3653 -4.5934 -0.4405 0.00 -0.01 0.00
H 2.0414 -4.7055 -2.6358 0.01 0.01 -0.01
H 2.4085 -3.1197 -2.0216 0.00 -0.01 0.02
H -1.8814 -0.7933 -2.9930 0.01 0.01 0.01
H -2.4375 -0.4295 -0.7460 0.00 0.01 0.00
H -2.1741 -2.0855 -0.2659 0.01 -0.01 0.02
H -4.6538 -1.1866 -0.4727 0.00 0.00 0.00
H -4.2946 -2.8089 -1.0171 0.00 0.01 0.00
H -4.2972 -0.3681 -2.8409 0.00 -0.01 0.00
H -5.6384 -1.4799 -2.7141 0.00 0.00 0.00
H -3.7646 -1.8263 -4.6059 0.01 0.00 0.00
H -4.5143 -3.2107 -3.8394 0.00 0.00 -0.01
H -1.9209 -3.1862 -4.0053 0.00 0.00 -0.01
H -2.6332 -3.6929 -2.5007 0.01 0.00 0.01
N 1.8304 -0.2554 6.9679 0.00 0.00 0.02
C 1.3980 -0.3762 8.2725 0.04 0.01 -0.01
C 2.0498 -0.2363 9.4956 0.00 0.00 -0.01
C 1.2820 -0.4312 10.6235 0.00 0.00 0.00
C -0.0858 -0.7543 10.5430 0.00 0.00 0.00
C -0.7220 -0.8913 9.3299 0.00 -0.01 0.00
C 0.0393 -0.6994 8.1742 -0.04 0.00 -0.02
N -0.3357 -0.7769 6.8458 0.00 0.00 0.04
C 0.7466 -0.5113 6.1693 0.01 0.02 -0.02
C 0.7851 -0.4818 4.7057 0.00 0.00 0.02
C -0.3503 -0.8676 3.9965 -0.01 -0.01 0.00
C -0.3286 -0.8275 2.6206 0.01 0.00 0.00
N 0.7459 -0.4402 1.9170 0.07 0.04 -0.03
C 1.8401 -0.0778 2.5964 0.01 0.01 0.01
C 1.8993 -0.0786 3.9762 0.00 0.00 -0.01
H 2.7695 -0.0599 6.6723 0.00 0.00 0.00
H 3.1006 0.0122 9.5630 0.00 0.00 0.00
H 1.7411 -0.3335 11.5982 0.00 0.00 0.00
H -0.6433 -0.8971 11.4588 0.00 0.00 -0.01
H -1.7722 -1.1399 9.2603 0.01 0.00 0.00
H -1.2334 -1.1854 4.5325 0.00 0.00 0.00
H -1.1993 -1.1114 2.0438 -0.02 0.01 -0.01
H 2.6908 0.2251 1.9997 0.00 0.00 0.00
H 2.8154 0.2410 4.4538 0.00 0.00 0.00
```
Forces are in eV/Å.


No. 3
The following is a quantum chemistry calculation of a cluster of 2 separate species, CHNO2S in total at a distorted geometry, from OMol25.

The charge is 0. The value obtained for the highest occupied orbital energy (alpha / beta) is -0.3546 / -0.3546 hartree. The LUMO energy (alpha / beta) comes out at -3.1 / -3.1 eV. The energy above the lowest of the compared OMol25 structures with the same formula, charge and spin is 309.3 kJ/mol. The calculation puts the HOMO-LUMO gap (alpha / beta) at 6.568 / 6.569 eV. The maximum force is 0.0765 Eh/bohr.

Geometry as XYZ:
```
6
Properties=species:S:1:pos:R:3:forces:R:3
C 0.4327 -1.2724 0.9696 -1.97 -3.33 -0.73
N 0.7693 -0.1305 0.9154 0.37 2.75 -0.54
O -0.0235 -2.3656 0.9017 0.78 0.76 0.46
O -0.7102 0.2688 -0.4864 0.15 -2.04 1.78
S -0.1512 1.1378 -1.5449 0.18 2.94 0.72
H -0.3171 2.3619 -0.7553 0.48 -1.07 -1.68
```
Forces are in eV/Å.


No. 4
The following is a quantum chemistry calculation of a cluster of 3 separate species, C12H14BBr2ClN3OPS in total at a distorted geometry, from OMol25.

The charge is 0. The value obtained for the highest occupied orbital energy is -0.3030 hartree. The LUMO energy comes out at -1.5 eV. The calculation puts the HOMO-LUMO gap at 6.730 eV. The SMILES is C/C(Br)=C(\Br)B(N=C=S)P(O)Cl.c1cc[nH]c1.c1cc[nH]c1. The maximum force is 0.1217 Eh/bohr.

Geometry as XYZ:
```
36
Properties=species:S:1:pos:R:3:forces:R:3
C 0.0112 -1.7008 1.6438 0.06 -1.56 0.31
C -1.3644 -2.3539 2.1809 -0.90 2.21 -0.55
Br -1.2480 -4.2075 2.8340 -0.02 1.69 -0.58
C -2.5979 -1.6617 2.1852 1.84 -1.56 0.27
Br -2.6057 0.2050 1.4412 -0.09 -1.64 0.59
B -4.0200 -2.2140 2.7018 0.29 0.45 1.32
N -4.2464 -3.2445 3.7655 -1.64 -4.17 -4.37
C -4.6572 -4.3448 3.2121 2.16 0.26 1.87
S -4.7880 -5.9183 2.6688 -0.07 4.03 1.25
P -5.6152 -1.4380 1.9013 -1.62 0.61 -1.02
O -6.9793 -2.3835 2.3063 1.23 1.02 -0.24
Cl -5.8565 0.3804 2.9948 0.17 -1.06 -0.13
H 0.5751 -1.1838 2.5041 -1.13 -0.54 -1.32
H 0.7082 -2.5522 1.3010 -1.18 1.24 0.54
H -0.1596 -1.0304 0.7419 0.04 -0.73 1.41
H -7.6767 -2.1616 1.6461 0.78 -0.26 0.62
C 1.2876 3.9657 0.0245 -0.18 0.14 0.13
C 1.9866 2.8710 -0.5412 0.02 -0.21 0.01
C 1.3530 1.7240 -0.1305 0.02 -0.08 0.03
N 0.3002 2.0856 0.6660 0.12 0.09 -0.08
C 0.2496 3.4505 0.7616 0.00 0.01 0.04
H 1.5173 5.0141 -0.0953 -0.04 -0.10 0.02
H 2.8557 2.9169 -1.1784 -0.15 0.03 0.07
H 1.5611 0.6845 -0.3350 0.03 0.11 -0.03
H -0.3393 1.4461 1.1122 0.11 0.12 -0.08
H -0.5176 3.9358 1.3454 0.09 -0.02 -0.06
C 3.2985 0.7385 -4.7106 -0.13 0.23 0.05
C 4.2579 -0.2410 -4.3531 0.18 -0.12 0.16
C 4.8733 0.1893 -3.2036 0.08 -0.04 0.02
N 4.3243 1.3950 -2.8558 -0.07 -0.09 -0.10
C 3.3590 1.7344 -3.7670 0.00 0.07 -0.05
H 2.6361 0.7167 -5.5631 0.06 0.02 0.09
H 4.4738 -1.1595 -4.8785 -0.01 0.08 0.06
H 5.6533 -0.2564 -2.6051 -0.07 0.02 -0.08
H 4.5882 1.9452 -2.0552 -0.02 -0.13 -0.14
H 2.8017 2.6532 -3.6661 0.02 -0.11 -0.04
```
Forces are in eV/Å.


No. 5
The following is a quantum chemistry calculation of an isolated molecule of C4H8O3, from OMol25.

The charge is 0. The value obtained for the highest occupied orbital energy is -0.3838 hartree. The LUMO energy comes out at 0.8 eV. The energy above the lowest of the compared OMol25 structures with the same formula, charge and spin is 94.8 kJ/mol. The calculation puts the HOMO-LUMO gap at 11.253 eV. The SMILES is C[C@@H](O)COC=O. The maximum force is 0.0101 Eh/bohr.

Geometry as XYZ:
```
15
Properties=species:S:1:pos:R:3:forces:R:3
C -0.8467 1.1271 -0.8327 -0.01 0.01 -0.04
C -0.5887 0.3817 0.4631 0.25 0.07 -0.20
O -1.8125 0.3124 1.1808 -0.01 -0.05 0.27
C -0.1192 -1.0543 0.2108 -0.16 -0.04 0.11
O 0.9571 -1.1477 -0.7382 0.13 0.08 0.00
C 2.1263 -0.6216 -0.3699 0.15 0.14 0.28
O 2.3651 -0.0873 0.6827 -0.11 -0.28 -0.42
H -1.5604 0.5770 -1.4557 0.07 0.07 0.08
H 0.0812 1.2539 -1.3986 -0.15 -0.01 0.07
H -1.2617 2.1144 -0.6152 0.06 -0.12 -0.02
H 0.1720 0.9125 1.0473 -0.16 -0.05 -0.07
H -1.6067 0.1347 2.1065 -0.11 0.02 -0.12
H -0.9389 -1.6169 -0.2417 0.10 0.07 0.07
H 0.1812 -1.5384 1.1473 -0.02 0.10 -0.12
H 2.8519 -0.7474 -1.1865 -0.04 0.01 0.10
```
Forces are in eV/Å.


No. 6
The following is a quantum chemistry calculation of the ion CH3O4S with charge -1 at a distorted geometry, from OMol25.

The charge is -1. The value obtained for the highest occupied orbital energy is -0.1774 hartree. The LUMO energy comes out at 4.2 eV. The energy above the lowest of the compared OMol25 structures with the same formula, charge and spin is 70.5 kJ/mol. The calculation puts the HOMO-LUMO gap at 9.028 eV. The SMILES is O=S(=O)([O-])CO. The maximum force is 0.0624 Eh/bohr.

Geometry as XYZ:
```
9
Properties=species:S:1:pos:R:3:forces:R:3
O -1.6788 0.4597 -1.3596 0.49 -0.43 0.64
S -1.0955 0.0880 -0.0646 2.11 2.42 -0.01
O -1.0181 -1.3517 0.1850 -1.02 -0.55 0.07
O -1.5585 0.9109 1.0518 -0.46 -0.47 -0.07
C 0.9351 0.4053 0.0774 -2.28 -0.41 -2.16
O 1.3454 -0.8929 -0.1680 2.12 -0.43 0.38
H 1.4324 1.0300 -0.7166 -0.94 -0.15 0.73
H 1.0462 0.8637 1.0648 0.14 -0.52 0.14
H 0.5919 -1.5130 -0.0701 -0.16 0.54 0.27
```
Forces are in eV/Å.


What is the maximum force in the first record? 0.0247 Eh/bohr